{
  "formula": "C42H110N8O13",
  "method": "the ωB97M-V functional and the def2-TZVPD basis",
  "symbols": ["C", "C", "C", "O", "C", "N", "H", "H", "H", "H", "H", "H", "H", "H", "H", "H", "H", "C", "C", "C", "O", "C", "N", "H", "H", "H", "H", "H", "H", "H", "H", "H", "H", "H", "C", "C", "C", "O", "C", "N", "H", "H", "H", "H", "H", "H", "H", "H", "H", "H", "H", "C", "C", "C", "O", "C", "N", "H", "H", "H", "H", "H", "H", "H", "H", "H", "H", "H", "C", "C", "O", "H", "H", "H", "H", "H", "H", "C", "O", "C", "C", "N", "C", "C", "O", "C", "H", "H", "H", "H", "H", "H", "H", "H", "H", "H", "H", "H", "H", "H", "H", "C", "O", "C", "C", "N", "C", "C", "O", "C", "H", "H", "H", "H", "H", "H", "H", "H", "H", "H", "H", "H", "H", "H", "H", "C", "O", "C", "C", "N", "C", "C", "O", "C", "H", "H", "H", "H", "H", "H", "H", "H", "H", "H", "H", "H", "H", "H", "H", "C", "O", "C", "C", "N", "C", "C", "O", "C", "H", "H", "H", "H", "H", "H", "H", "H", "H", "H", "H", "H", "H", "H", "H"],
  "coordinates": [[-18.754655, 0.538033, 15.325624], [-17.293391, 0.937827, 15.257353], [-16.472129, -0.167327, 14.568699], [-15.162768, 0.362909, 14.335602], [-14.234278, -0.602999, 13.918322], [-17.196668, 2.099683, 14.388626], [-18.888396, -0.427490, 15.826325], [-19.325563, 0.517520, 14.401668], [-19.213088, 1.235757, 16.036524], [-16.918557, 1.161136, 16.265365], [-16.864827, -0.387039, 13.571417], [-16.420162, -1.078956, 15.167630], [-13.864909, -0.357158, 12.912478], [-14.609788, -1.625290, 13.839141], [-13.313116, -0.590519, 14.509352], [-17.577058, 2.964010, 14.751047], [-16.203839, 2.264207, 14.231127], [-25.069855, -1.812343, 13.488655], [-24.500395, -0.696274, 14.327940], [-23.328218, -0.106952, 13.485011], [-22.262076, -0.988129, 13.189246], [-21.329300, -1.069997, 14.284746], [-25.456408, 0.405171, 14.486177], [-25.756005, -1.395665, 12.746594], [-25.708356, -2.516053, 14.037772], [-24.303899, -2.454974, 13.058187], [-24.070042, -1.032583, 15.275503], [-22.947078, 0.742262, 14.066950], [-23.741769, 0.293030, 12.560604], [-20.525251, -1.684690, 13.888531], [-21.774091, -1.632862, 15.112994], [-21.100662, -0.055879, 14.609848], [-26.397821, 0.031338, 14.415695], [-25.383338, 0.740343, 15.441534], [-20.482634, -4.736645, 8.518224], [-19.383103, -5.338918, 9.377253], [-18.649223, -4.201262, 10.123482], [-17.933075, -3.403233, 9.184564], [-16.668922, -3.931138, 8.856061], [-20.051806, -6.284440, 10.293918], [-21.444256, -4.666890, 9.027279], [-20.632410, -5.229989, 7.556554], [-20.211316, -3.716828, 8.222406], [-18.662605, -5.896546, 8.777205], [-17.906122, -4.579940, 10.832489], [-19.403949, -3.613305, 10.647574], [-16.009252, -3.135842, 8.514835], [-16.742402, -4.698453, 8.079255], [-16.211707, -4.399632, 9.731176], [-19.385957, -6.706176, 10.937558], [-20.708654, -5.738730, 10.848180], [-21.291597, 0.457949, 19.300252], [-20.593901, -0.592733, 18.454833], [-19.217932, -1.088172, 18.989839], [-18.680576, -1.945427, 17.996689], [-17.304211, -2.150110, 17.808171], [-21.577758, -1.703952, 18.220371], [-22.257525, 0.777875, 18.918988], [-20.671118, 1.364149, 19.282564], [-21.404468, 0.157527, 20.343983], [-20.389794, -0.159079, 17.473592], [-19.439868, -1.715467, 19.857842], [-18.634640, -0.196334, 19.222286], [-16.792317, -1.344401, 17.268112], [-16.976816, -3.021674, 17.238851], [-16.833441, -2.200439, 18.796077], [-21.325537, -2.040199, 17.286472], [-21.229300, -2.507379, 18.751769], [-18.767243, -3.677063, 13.650079], [-19.345160, -4.016741, 15.019650], [-19.904141, -2.869715, 15.647868], [-18.360871, -4.575416, 13.184382], [-18.000434, -2.902382, 13.694109], [-19.584905, -3.296143, 13.036797], [-18.575934, -4.545195, 15.595032], [-20.168138, -4.729661, 14.907416], [-19.528030, -2.880520, 16.539647], [-20.119670, -7.856792, 13.374570], [-18.811708, -7.393842, 13.046518], [-17.824138, -8.367237, 13.231191], [-17.526881, -8.598515, 14.738087], [-17.186333, -7.304852, 15.332052], [-17.162509, -7.201931, 16.785669], [-18.527278, -7.216644, 17.436180], [-19.096451, -8.523515, 17.553843], [-18.772480, -9.150565, 18.802660], [-20.301593, -8.801275, 12.861133], [-20.758156, -7.106562, 12.898394], [-20.334859, -7.881563, 14.442926], [-16.899721, -8.265736, 12.667709], [-18.194317, -9.368051, 12.961840], [-16.703290, -9.315920, 14.799810], [-18.381724, -9.082814, 15.222163], [-17.854617, -6.664345, 14.912244], [-16.673423, -6.244894, 16.992407], [-16.556538, -8.002892, 17.216385], [-19.218386, -6.699871, 16.759758], [-18.591607, -6.676615, 18.386843], [-17.703323, -9.371448, 18.818936], [-19.433034, -10.013328, 18.833050], [-19.012230, -8.468975, 19.624216], [-10.515756, -10.989149, 10.842485], [-11.675608, -10.489674, 11.471304], [-11.979892, -9.187693, 10.968053], [-12.995513, -8.554743, 11.939917], [-13.330662, -7.198448, 11.484336], [-13.740332, -6.356026, 12.635094], [-14.747101, -5.282940, 12.188305], [-14.822332, -4.207363, 13.089711], [-15.266841, -4.455656, 14.394189], [-10.299702, -11.918907, 11.378278], [-9.614205, -10.372020, 10.787434], [-10.691673, -11.306703, 9.802889], [-12.443094, -9.301404, 9.982423], [-11.120679, -8.517617, 10.877875], [-12.507662, -8.534844, 12.920933], [-13.902146, -9.156410, 11.991101], [-12.480238, -6.763620, 11.143148], [-12.870477, -5.826137, 13.040835], [-14.169258, -7.005898, 13.397544], [-15.734559, -5.756086, 12.127247], [-14.377396, -4.849801, 11.263087], [-16.065599, -5.208091, 14.373238], [-15.677228, -3.550968, 14.839837], [-14.460234, -4.880111, 15.000871], [-28.983201, -7.756160, 14.696181], [-28.175863, -6.624069, 14.674801], [-26.891868, -6.892436, 15.178362], [-26.153253, -5.598187, 15.475855], [-24.748828, -5.908217, 15.769193], [-24.019066, -4.701925, 16.162872], [-22.519064, -4.813642, 15.895778], [-21.812207, -5.460774, 16.926502], [-22.210648, -6.768415, 17.243662], [-28.494364, -8.659888, 14.309272], [-29.948215, -7.608251, 14.213862], [-29.278313, -8.084882, 15.708448], [-26.297033, -7.527259, 14.514123], [-26.929826, -7.384771, 16.159612], [-26.555342, -5.066554, 16.337702], [-26.212402, -4.973154, 14.573402], [-24.358731, -6.331250, 14.923659], [-24.232996, -4.458564, 17.206038], [-24.453466, -3.883655, 15.562759], [-22.147165, -3.790800, 15.823534], [-22.276619, -5.303190, 14.941738], [-22.409984, -7.322222, 16.315760], [-23.098925, -6.898999, 17.867316], [-21.379391, -7.273145, 17.740007], [-21.991804, -3.951821, 12.666830], [-22.329550, -5.293783, 12.336510], [-23.716153, -5.584161, 12.464418], [-23.943454, -7.085633, 12.436783], [-23.477101, -7.789824, 13.624038], [-23.675211, -9.225626, 13.482027], [-23.235522, -9.972309, 14.717298], [-21.810045, -10.044145, 14.664540], [-21.288622, -10.576213, 15.866509], [-22.158188, -3.650381, 13.699241], [-22.373942, -3.306122, 11.872429], [-20.911910, -3.942569, 12.481902], [-24.260569, -5.038487, 11.684801], [-24.108722, -5.157066, 13.394756], [-23.496934, -7.432132, 11.489859], [-25.011163, -7.301271, 12.318333], [-22.495475, -7.546185, 13.712676], [-23.166655, -9.595123, 12.580749], [-24.742466, -9.360555, 13.277762], [-23.650213, -10.982617, 14.631576], [-23.630030, -9.517311, 15.627529], [-20.316423, -10.993169, 15.586805], [-21.926018, -11.332965, 16.331277], [-21.063553, -9.801770, 16.610436]],
  "forces_ev_per_a": [[-0.125, -0.183, 1.589], [-0.433, -0.316, -1.220], [0.505, 0.995, -0.146], [-0.074, -0.428, 0.797], [1.004, 0.020, -1.074], [0.924, 0.365, -0.484], [0.144, -0.127, -0.239], [0.657, 0.275, -0.164], [-0.356, 0.157, -0.341], [0.137, -0.413, 0.025], [-0.555, -0.142, 0.168], [-0.048, -0.033, 0.070], [-0.297, 0.043, -0.057], [-0.232, 0.064, 0.282], [-0.329, -0.016, 0.482], [-0.224, -0.218, 0.330], [-0.223, 0.138, -0.164], [-1.078, -0.931, 0.575], [1.200, 0.196, -1.400], [-0.066, 0.337, 0.748], [-0.246, 0.377, 0.493], [-1.486, -0.563, -1.042], [-0.184, -0.401, 0.665], [0.443, 0.048, -0.379], [0.009, 0.201, 0.343], [0.111, 0.363, -0.301], [-0.265, -0.210, 0.080], [0.094, 0.174, -0.164], [-0.004, -0.158, -0.147], [0.242, 0.701, 0.296], [0.019, 0.203, -0.017], [0.352, -0.220, 0.007], [0.005, 0.088, -0.039], [-0.059, 0.264, -0.126], [0.270, 0.897, -1.031], [-0.626, -0.177, 0.850], [0.381, -0.741, -0.989], [-0.195, 0.592, 0.327], [-0.079, -0.335, 0.095], [0.475, 0.234, -0.057], [0.070, -0.197, 0.195], [-0.079, -0.412, 0.235], [0.032, -0.012, 0.145], [-0.003, 0.037, -0.065], [-0.280, -0.219, 0.275], [0.174, 0.360, -0.072], [-0.167, 0.128, -0.065], [0.032, 0.024, -0.092], [0.111, 0.005, 0.077], [-0.048, 0.099, 0.020], [-0.089, -0.322, 0.091], [1.148, 0.778, 0.386], [-0.796, -0.506, -0.370], [-1.397, 0.042, -0.299], [-0.308, -0.647, -1.339], [1.255, 1.144, 1.231], [1.607, -0.438, -0.474], [-0.069, -0.460, -0.216], [-0.030, -0.008, 0.265], [-0.075, -0.106, -0.034], [-0.015, 0.072, 0.030], [0.385, 0.297, 0.449], [0.503, -0.260, 0.028], [-0.416, 0.420, 0.148], [-1.079, -0.477, 0.106], [0.237, -0.182, -0.078], [-0.547, 0.063, -0.015], [-0.474, 0.112, 0.326], [-0.349, 0.185, 0.296], [-0.187, -0.467, -0.930], [1.162, -0.712, 0.757], [-0.014, -0.018, -0.063], [0.097, -0.063, 0.135], [0.643, 0.080, -0.013], [-0.043, 0.384, 0.431], [0.185, -0.241, -0.187], [-0.195, 0.534, 0.166], [0.044, 0.868, -1.059], [0.532, 0.240, -0.251], [-0.188, -2.215, 1.750], [0.206, 0.512, -0.379], [0.170, -0.713, -0.347], [0.013, 0.240, -0.270], [-1.083, -0.075, -0.571], [0.299, 0.242, 0.635], [-0.335, 0.714, -0.981], [-0.084, -0.230, 0.398], [-0.151, -0.077, 0.208], [0.230, -0.284, 0.099], [-0.135, 1.009, -0.168], [-0.235, 0.156, -0.584], [0.174, 0.145, 0.108], [-0.148, 0.086, -0.047], [0.053, 0.280, 0.354], [0.039, -0.047, 0.322], [0.198, 0.058, -0.167], [0.029, 0.170, 0.068], [0.273, -0.139, 0.160], [-0.074, -0.420, 0.249], [0.400, -0.284, 0.286], [-0.011, -0.092, 0.108], [-0.125, -1.762, -0.295], [1.027, 1.362, -0.474], [-1.617, -0.379, 0.532], [0.875, 0.216, -0.704], [-0.086, 0.144, 0.733], [-0.081, 0.185, -0.660], [0.294, -0.690, 1.026], [0.268, 1.333, -0.199], [-0.310, -1.217, -0.188], [0.305, 0.204, -0.034], [-0.291, 0.482, 0.589], [-0.324, 0.230, 0.018], [0.106, 0.162, -0.137], [0.328, -0.258, 0.121], [-0.113, -0.132, 0.127], [0.015, -0.063, 0.063], [-0.041, -0.146, -0.286], [-0.027, -0.116, 0.286], [-0.033, 0.118, 0.132], [-0.063, 0.077, -0.559], [-0.382, -0.085, -0.244], [-0.040, 0.016, 0.124], [0.253, 0.185, -0.100], [-0.017, 0.195, 0.223], [-0.699, -1.274, 0.803], [0.016, 0.135, -0.178], [0.295, 0.379, 1.298], [0.794, -0.265, -0.632], [-0.559, -0.279, 0.154], [-0.493, -0.422, -1.167], [-0.622, 0.134, 0.438], [0.409, 0.558, 0.706], [0.156, -0.999, -0.644], [0.097, 0.252, -0.509], [0.318, 0.377, -0.478], [0.320, 0.450, 0.221], [-0.057, -0.018, -0.225], [-0.294, -0.426, -0.176], [-0.351, -0.006, -0.132], [-0.216, 0.399, 0.113], [0.216, -0.013, 0.553], [0.252, -0.049, 0.082], [0.470, 0.358, 0.086], [0.346, -0.122, 0.240], [-0.421, -0.151, 0.020], [-0.028, -0.091, 0.032], [-0.108, 0.592, -0.006], [0.070, 0.202, 0.029], [1.132, -0.592, -1.673], [-0.388, -0.509, 0.842], [-0.129, 0.491, 0.381], [-0.303, 0.236, -0.866], [0.183, 0.767, -0.472], [-0.172, 0.671, -0.124], [0.094, -0.431, -1.181], [-0.959, 0.032, 0.748], [1.030, 0.206, -0.037], [-0.513, 0.053, -0.225], [-0.523, 0.427, 0.594], [-0.465, 0.028, 0.213], [-0.084, -0.390, -0.290], [0.163, -0.007, 0.146], [0.224, -0.263, 0.160], [-0.069, 0.252, 0.103], [0.001, -0.384, 0.235], [0.171, -0.283, 0.174], [-0.028, -0.177, 0.286], [0.069, -0.176, 0.254], [0.217, 0.239, 0.087], [-0.140, -0.264, 0.224], [-0.031, -0.107, -0.249], [-0.294, 0.119, -0.091]],
  "multiplicity": 1,
  "smiles": "COC[C@H](C)N.COC[C@H](C)N.COC[C@H](C)N.COC[C@H](C)N.COCCNCCOC.COCCNCCOC.COCCNCCOC.COCCNCCOC.CCO",
  "e_tot_ha": -3082.0586,
  "de_lowest_kj_mol": 16.55,
  "max_force_ha_per_bohr": 0.055,
  "gap_ev": 9.003,
  "e_lumo_ev": 0.51
}